No. 1
The following is a quantum chemistry calculation of one molecule with the formula C6H10N2O, from the OMol25 dataset.

Geometry (Å):
1 N -2.04611 -1.16668 -0.19494
2 C -0.62582 -1.13673 0.09126
3 C -0.01253 -0.04672 1.12235
4 C -0.19745 1.13740 -0.06357
5 O -1.45651 1.85988 0.13557
6 C -0.09227 -0.08941 -0.94936
7 C 1.41238 -0.40866 -0.81868
8 N 2.22727 0.60736 -0.08373
9 C 1.52615 -0.44414 0.74432
10 H -2.18193 -0.07377 -0.03529
11 H -2.56461 -1.65688 0.67406
12 H -0.14505 -2.03027 0.19152
13 H -0.11916 0.01588 2.17187
14 H 0.73124 1.83220 -0.02953
15 H -1.77663 2.40289 -0.69004
16 H -0.42135 -0.11581 -1.96905
17 H 1.78369 -1.14961 -1.51613
18 H 1.76681 1.58301 0.05678
19 H 2.19190 -1.11994 1.16260

## Properties
LUMO, eV: 0.66
Kohn-Sham gap, eV: 9.794
Total charge: 0
HOMO, eV: -9.13


No. 2
The following is a quantum chemistry calculation of a 2-piece molecular cluster, C6H10N2O2 overall, from the OMol25 dataset.

Geometry (Å):
1 H -3.12460 1.01260 3.50295
2 N -2.58144 0.50155 2.80405
3 C -1.69050 1.14887 2.19505
4 C -1.40292 2.60288 2.05964
5 C -1.42941 0.11548 1.07858
6 O -1.94305 0.17446 -0.02061
7 O -0.41237 -0.67708 1.37846
8 H -1.87019 3.16694 2.86677
9 H -1.77100 2.96245 1.09791
10 H -0.32360 2.75046 2.06404
11 H -0.10930 -1.15490 0.54277
12 C 3.42152 -1.05706 -2.88928
13 C 2.14391 -1.32960 -2.25986
14 C 1.08730 -1.54462 -1.73482
15 N -0.07292 -1.78949 -1.06594
16 H 4.23844 -1.24224 -2.19160
17 H 3.56118 -1.69198 -3.76456
18 H 3.46650 -0.01542 -3.20695
19 H -0.35307 -2.76320 -1.11069
20 H -0.83447 -1.17010 -1.34591

## Properties
LUMO, eV: 0.77
Kohn-Sham gap, eV: 9.625
Total charge: 0
HOMO, eV: -8.85


No. 3
The following is a quantum chemistry calculation of a 2-piece molecular cluster, C6H10N2O2 overall, from the OMol25 dataset.

Geometry (Å):
1 C 2.74322 -0.22744 0.75820
2 C 1.37974 -0.52248 0.91158
3 C 1.99531 -0.48272 -1.27650
4 C -2.54570 -0.94921 -0.18573
5 C 0.28576 1.95130 0.37341
6 C -0.28643 -1.19542 -0.68604
7 N 3.13936 -0.19864 -0.47713
8 N 0.89530 -0.78565 -0.33241
9 O -1.26357 -1.37894 0.23478
10 O -0.41710 1.87883 -0.60419
11 H 3.43339 -0.03714 1.55979
12 H 0.81151 -0.73865 1.79096
13 H 2.17990 -1.32008 -1.95511
14 H -2.81566 -1.39734 -1.14744
15 H -2.57010 0.14070 -0.27802
16 H -3.24486 -1.27600 0.58015
17 H 1.71717 0.39454 -1.87295
18 H -0.10905 1.83547 1.39675
19 H 1.35684 2.20087 0.32041
20 H -0.52969 -1.28159 -1.73593

## Properties
LUMO (alpha / beta), eV: 0.70 / 0.70
Kohn-Sham gap (alpha / beta), eV: 7.500 / 7.499
Total charge: 0
HOMO (alpha / beta), eV: -6.80 / -6.80


No. 4
The following is a quantum chemistry calculation of one molecule with the formula C6H10N2O2, from the OMol25 dataset.

Geometry (Å):
1 C 1.52152 -2.27603 1.01786
2 C 0.28487 -2.51473 1.86793
3 C 0.26512 -0.42571 1.20493
4 C -1.37217 2.14665 -1.71098
5 C -1.16108 1.40546 -0.35294
6 C 0.00253 0.34682 -0.45122
7 N 1.48909 -0.97198 0.72461
8 N -0.48389 -1.52839 1.83899
9 O -0.08423 -0.70494 -1.26341
10 O 1.22107 1.14718 -0.65475
11 H 2.29761 -2.91246 0.68867
12 H 0.11479 -3.41403 2.32454
13 H 0.35900 0.50974 1.82041
14 H -0.43009 2.73654 -1.82150
15 H -2.16511 2.79675 -1.46813
16 H -1.51919 1.48494 -2.47006
17 H -0.78353 2.22408 0.39098
18 H -2.04675 0.88962 -0.01438
19 H 0.70555 -1.32424 -1.06054
20 H 1.78491 0.38473 -0.61102

## Properties
LUMO (alpha / beta), eV: 0.84 / -3.61
Spin multiplicity: 3
Expectation value of S²: 2.0131
Kohn-Sham gap (alpha / beta), eV: 7.103 / 6.219
Total charge: 0
HOMO (alpha / beta), eV: -6.27 / -9.83


No. 5
The following is a quantum chemistry calculation of one molecule with the formula C6H10N2O2S, from the OMol25 dataset.

Geometry (Å):
1 C 1.81205 1.09801 -1.06099
2 C 2.23075 -1.03589 0.10155
3 C -0.27266 -0.35213 0.57773
4 C -1.75930 -1.36172 -1.25057
5 C -0.81526 2.42941 1.15052
6 C -1.56082 -0.98332 0.22914
7 N 2.48975 0.07986 -0.71177
8 N 0.98051 -1.17034 0.66940
9 O 1.72749 2.16357 -1.62521
10 O 3.12951 -1.82206 0.41305
11 S -0.27899 0.89192 1.93809
12 H -1.10277 -2.08161 -1.53097
13 H -1.47850 -0.59484 -1.90458
14 H -2.75159 -1.52223 -1.49774
15 H -1.46410 2.03016 0.42682
16 H 0.04642 2.86839 0.60397
17 H -1.00034 3.23713 1.89694
18 H -1.95509 -1.80222 0.88858
19 H -2.41138 -0.17617 0.36172
20 H 3.58933 0.20756 -0.83164
21 H 0.84499 -2.10347 1.15596

## Properties
LUMO (alpha / beta), eV: -0.67 / 0.03
Kohn-Sham gap (alpha / beta), eV: 6.864 / 8.131
Total charge: 0
HOMO (alpha / beta), eV: -7.53 / -8.10


No. 6
The following is a quantum chemistry calculation of one molecule with the formula C6H10N2O3S2, from the OMol25 dataset.

Geometry (Å):
1 C -0.67122 -1.30334 -2.36054
2 C 2.01925 -0.00896 0.10205
3 C 3.41298 -0.47604 0.31900
4 C -0.11615 -0.38009 1.66170
5 C -1.32593 0.53288 1.72578
6 C -2.09061 0.94294 -0.43783
7 H -0.60069 -2.32641 -1.98679
8 H -1.70407 -1.09645 -2.65211
9 H -0.02011 -1.17305 -3.22626
10 H 1.66915 0.82858 0.71465
11 H 3.71470 -1.32341 -0.32786
12 H 0.42530 -0.22476 0.72948
13 H -0.44433 -1.42241 1.71507
14 H 0.55885 -0.17604 2.49734
15 H -1.85755 0.44770 2.67527
16 H -1.20593 2.71976 -0.87530
17 N 1.33571 -0.61971 -0.78630
18 N -1.14820 1.93899 -0.23509
19 O 4.15270 0.02643 1.13248
20 O -2.67696 0.71594 -1.45932
21 O -2.25106 0.20575 0.69589
22 S -0.25383 -0.12406 -1.06823
23 S -0.92200 2.29574 1.44693

## Properties
LUMO, eV: -0.21
Kohn-Sham gap, eV: 8.382
Total charge: 0
HOMO, eV: -8.59


Relative energy (zero: lowest compared OMol25 entry of this formula, charge and spin) across the listed records, respectively: 588.7 284.6 387.2 132.3 508.9 271.9 kJ/mol.